1.
Here is a structure of composition C27H28HfN3O2P at a distorted geometry from OMol25. Energies are from ωB97M-V/def2-TZVPD.

Geometry as XYZ:
```
62
C27H28HfN3O2P (ωB97M-V/def2-TZVPD)
Hf -0.323 0.778 -0.806
P 0.674 -0.672 1.378
O -2.169 2.298 1.704
O -2.560 -1.557 0.242
N 1.282 2.044 -0.152
N -2.148 1.554 -1.735
N 0.355 -0.911 -1.942
C 0.626 -1.909 -2.488
C -0.250 -0.225 2.927
C 0.878 -5.281 0.547
C -0.763 1.871 -4.129
C 0.268 0.744 3.801
C 1.459 1.045 -3.673
C 0.834 -3.228 -2.996
C 0.786 3.221 -2.850
C 1.773 -3.043 0.384
C -2.316 -0.203 4.210
C -4.551 2.460 -2.099
C -1.492 1.868 0.867
C -0.490 1.216 4.873
C 0.688 -2.527 1.117
C -1.778 0.726 5.093
C -1.562 -0.657 3.130
C -3.196 1.981 -2.031
C 2.384 -0.556 2.023
C 1.894 -4.410 0.161
C -0.244 -4.773 1.188
C 2.030 2.789 0.351
C 1.760 2.226 -2.989
C 0.192 0.863 -4.232
C -1.770 -0.736 -0.013
C -0.321 -3.412 1.514
C 2.812 3.686 1.143
C -0.468 3.047 -3.431
H -1.740 1.743 -4.600
H -4.580 3.539 -1.875
H 2.654 0.475 2.290
H 0.560 -3.268 -4.061
H 1.268 1.150 3.641
H 0.969 -6.345 0.354
H 2.787 -4.801 -0.330
H 1.021 4.147 -2.314
H -0.076 1.970 5.539
H -3.324 -0.593 4.354
H 3.102 -0.941 1.291
H -1.223 3.834 -3.353
H -0.046 -0.061 -4.770
H 2.415 -1.204 2.918
H 2.225 0.274 -3.795
H -5.173 1.932 -1.360
H -4.976 2.284 -3.099
H 2.236 3.998 2.025
H -2.364 1.084 5.933
H 3.735 3.191 1.474
H 2.765 2.386 -2.591
H -1.073 -5.441 1.446
H 3.072 4.580 0.561
H 2.562 -2.377 0.020
H 0.208 -3.943 -2.441
H -2.025 -1.348 2.433
H 1.892 -3.514 -2.883
H -1.164 -3.070 2.105
```

Results
frontier orbital gap	4.97	eV
energy above the lowest of the compared OMol25 structures with the same formula, charge and spin	0.0	kJ/mol
LUMO energy	-0.5462	Ha
E_tot	-47572.7271	eV
net charge	+4

---

2.
Here is a structure of composition C27H28IN3O2Pd at a distorted geometry from OMol25. Energies are from ωB97M-V/def2-TZVPD.

Geometry as XYZ:
```
62
C27H28IN3O2Pd (ωB97M-V/def2-TZVPD)
I 1.188 -1.772 1.374
Pd 0.885 -1.569 -1.177
O -1.277 -1.504 -1.073
O -0.647 0.648 -1.299
N -1.583 0.014 1.702
N 2.999 -1.201 -1.419
N 1.005 -0.867 -3.192
C 5.231 -0.934 -0.621
C -0.048 -0.730 -4.016
C 3.932 -1.418 -0.489
C 1.263 0.646 -5.503
C -0.886 0.634 2.735
C -0.492 1.998 2.670
C -2.770 0.227 -0.369
C 4.632 -0.146 -2.814
C -1.478 -0.228 -0.966
C 0.734 3.944 3.686
C -3.839 0.981 1.651
C 0.038 0.049 -5.169
C 2.363 0.434 -4.680
C 0.300 2.507 3.693
C 3.312 -0.585 -2.584
C -1.865 -4.176 -0.284
C -0.881 2.847 1.504
C -0.900 -4.501 0.851
C 0.394 0.327 4.761
C -4.875 1.338 -0.527
C -3.778 0.748 -1.153
C 0.740 1.675 4.720
C 2.215 -0.359 -3.531
C -2.739 0.397 1.018
C -0.412 -0.203 3.762
C 5.590 -0.304 -1.820
C -4.917 1.409 0.878
H -1.826 3.397 1.700
H 1.305 4.195 2.784
H -0.159 -3.688 0.992
H -1.010 2.274 0.574
H -5.700 1.717 -1.140
H -3.812 1.092 2.733
H 6.604 0.068 -1.947
H -0.637 -1.265 3.735
H -5.784 1.854 1.371
H 0.785 -0.327 5.545
H -0.107 4.646 3.754
H -0.862 0.180 -5.759
H -0.083 3.586 1.330
H -3.676 0.649 -2.235
H 3.617 -1.942 0.419
H -2.318 -5.093 -0.686
H -1.373 -3.650 -1.097
H 5.912 -1.062 0.218
H 1.379 4.119 4.550
H 1.355 1.268 -6.386
H 3.319 0.916 -4.834
H -1.253 -0.936 1.526
H -0.309 -5.410 0.636
H -1.416 -4.622 1.810
H -0.973 -1.218 -3.707
H 4.865 0.354 -3.747
H 1.395 2.093 5.482
H -2.671 -3.521 0.059
```

Results
frontier orbital gap (spin up / spin down)	6.03 / 4.56	eV
LUMO energy (spin up / spin down)	-0.0352 / -0.0920	Ha
2S+1	3
E_tot	-48598.9413	eV

---

3.
Here is the molecule C27H28N4O3 at a distorted geometry from OMol25. Energies are from ωB97M-V/def2-TZVPD.

Geometry as XYZ:
```
62
C27H28N4O3 (ωB97M-V/def2-TZVPD)
O -7.245 -3.413 0.206
O 8.832 -1.413 -1.463
O -4.088 2.937 -1.737
N 1.461 1.351 1.505
N -3.971 1.645 0.139
N 1.183 3.420 -1.697
N 4.006 0.470 0.602
C -6.318 -0.340 -1.598
C 3.443 1.691 0.068
C -6.132 2.038 -0.831
C 7.109 -1.500 0.274
C 5.196 -0.027 0.057
C 6.956 -0.015 -1.595
C -1.654 2.292 -0.321
C -6.465 0.596 -0.583
C -2.601 1.603 0.413
C -0.838 0.752 1.822
C 0.155 1.429 1.093
C 5.750 0.462 -1.128
C -6.975 -2.120 -0.124
C 7.651 -1.006 -0.906
C -7.124 -1.186 0.901
C -6.870 0.150 0.672
C -6.570 -1.683 -1.381
C 2.039 0.123 2.002
C 2.496 2.280 1.121
C -7.127 -4.401 -0.788
C -0.295 2.204 -0.001
C 9.571 -2.408 -0.804
C 5.905 -1.010 0.745
C -4.619 2.266 -0.883
C 2.963 -0.477 0.934
C 0.555 2.884 -0.897
C -2.169 0.827 1.493
H 2.624 0.345 2.901
H 5.521 -1.394 1.679
H 10.456 -2.574 -1.417
H 2.059 3.211 0.765
H -0.556 0.175 2.689
H -6.541 2.377 -1.783
H 9.881 -2.086 0.196
H -7.444 -1.535 1.870
H -6.538 2.669 -0.037
H -7.003 0.859 1.478
H 2.356 -0.717 0.042
H 7.379 0.365 -2.512
H 4.244 2.407 -0.117
H -7.812 -4.216 -1.622
H -6.447 -2.376 -2.198
H 7.617 -2.262 0.846
H -6.103 -4.470 -1.168
H -6.001 -0.012 -2.577
H -1.956 2.894 -1.162
H 1.265 -0.602 2.247
H 3.403 -1.402 1.305
H -2.895 0.289 2.087
H 2.892 1.522 -0.871
H 9.007 -3.344 -0.724
H 3.084 2.495 2.022
H 5.234 1.215 -1.703
H -4.543 1.086 0.760
H -7.396 -5.339 -0.305
```

Results
frontier orbital gap	7.96	eV
energy above the lowest of the compared OMol25 structures with the same formula, charge and spin	137.3	kJ/mol
LUMO energy	0.0200	Ha
SMILES	COc1ccc(CC(=O)Nc2ccc(N3CCN(c4ccc(OC)cc4)CC3)c(C#N)c2)cc1
E_tot	-40555.8291	eV

---

4.
Here is a cluster of 2 separate species, C27H28NO2 in total at a distorted geometry from OMol25. Energies are from ωB97M-V/def2-TZVPD.

Geometry as XYZ:
```
58
C27H28NO2 (ωB97M-V/def2-TZVPD)
O 0.581 5.987 -0.908
O 1.939 -4.143 0.544
N -4.047 0.317 -0.630
C -0.290 0.897 1.354
C 0.283 2.318 -0.634
C -3.463 -0.583 -2.865
C 0.430 4.726 -0.417
C -5.302 0.900 -1.115
C -4.386 0.922 1.748
C 0.531 3.556 -1.207
C 3.880 -5.149 1.498
C 0.864 -2.564 1.957
C 0.570 -0.244 1.237
C -0.077 3.373 1.520
C 6.055 -4.692 0.538
C 5.270 -5.237 1.560
C 1.850 -1.798 -0.145
C 1.563 -2.821 0.769
C 0.124 4.614 0.961
C -3.171 -0.362 -1.438
C 0.924 6.161 -2.299
C 4.059 -3.984 -0.641
C -0.021 2.177 0.740
C 3.305 -4.443 0.439
C 5.450 -4.077 -0.563
C -2.307 -0.247 0.674
C -3.584 0.366 0.652
C 0.454 -1.275 2.224
C -2.106 -0.763 -0.643
C 1.444 -0.497 0.146
H -2.683 -1.227 -3.282
H -5.950 0.136 -1.557
H -0.035 -1.050 3.172
H 0.290 1.430 -1.273
H 0.203 5.659 -2.961
H 6.050 -3.665 -1.378
H -5.404 0.501 1.789
H 0.043 5.532 1.537
H 1.939 5.787 -2.496
H -3.887 0.688 2.694
H 7.143 -4.766 0.586
H 1.779 0.307 -0.509
H 0.885 7.240 -2.452
H 3.235 -5.554 2.277
H -3.470 0.353 -3.441
H 0.774 3.635 -2.266
H -0.284 3.303 2.585
H 5.732 -5.738 2.410
H -0.768 0.992 2.337
H -5.109 1.665 -1.877
H 0.662 -3.384 2.652
H 2.374 -2.030 -1.068
H -5.832 1.358 -0.283
H 3.560 -3.529 -1.498
H -4.425 -1.088 -3.027
H -1.911 -0.635 1.598
H -1.274 -1.370 -0.986
H -4.456 2.016 1.663
```

Results
frontier orbital gap	5.92	eV
energy above the lowest of the compared OMol25 structures with the same formula, charge and spin	112.6	kJ/mol
LUMO energy	-0.1768	Ha
E_tot	-34030.0963	eV
net charge	+1